Record 1
Here is a 21-piece molecular cluster, C15H56N10O22 overall in a non-equilibrium geometry from the OMol25 dataset. Energies are from the ωB97M-V functional and the def2-TZVPD basis.

Results
Kohn-Sham gap = 0.2483 Ha
max |F| = 8.0 eV/A
calculated total energy = -76408.3736 eV

Last column: Mulliken charge in e.
Atoms and positions in Å:
1 O 0.0939 4.6428 1.2264  -0.721
2 O -3.7482 -1.0322 -2.7009  -0.776
3 N -0.1229 2.1190 0.3234  -0.311
4 N 2.2107 4.7353 0.9497  -0.882
5 N -3.1041 -4.2535 -0.6438  -0.694
6 N 3.4730 2.9317 -0.0052  -0.625
7 C 1.0573 3.9864 0.7845  1.213
8 C -3.6328 -1.8978 -1.8372  -0.784
9 C 0.9954 2.7629 0.1750  0.435
10 C 3.3209 4.1762 0.5013  0.159
11 C -4.1847 -4.0631 -1.2417  0.435
12 C 2.3578 2.2497 -0.1711  -0.081
13 C -2.1711 -3.2530 -0.5798  -0.165
14 C -2.3955 -1.9938 -1.0462  1.124
15 C -1.5192 0.2390 -0.3891  1.499
16 C -0.3189 0.7514 0.0634  -1.466
17 N 4.4910 4.8599 0.5391  0.062
18 N -5.0158 -5.1276 -1.2343  -0.294
19 N -4.4782 -2.9584 -1.9444  0.102
20 N 2.6559 1.1771 -0.8796  0.404
21 N -0.9992 -3.6612 0.0554  0.286
22 N -1.3885 -1.0333 -0.9491  0.315
23 C -2.8269 1.0194 -0.3757  -1.680
24 C 1.6276 0.2254 -1.4473  -0.950
25 C -0.0346 -2.5818 0.3852  -1.230
26 C 0.7243 -0.2242 -0.3359  1.710
27 C -0.0463 -1.5146 -0.6829  -0.015
28 H 4.4931 5.8597 0.3877  -0.114
29 H 5.2538 4.4326 0.0515  0.311
30 H -6.0258 -4.9230 -1.2297  0.151
31 H -4.7104 -5.9122 -0.6331  0.203
32 H -5.3255 -2.9202 -2.3561  0.176
33 H 3.6612 1.1991 -1.2296  0.117
34 H -1.0854 -4.4980 0.6448  0.173
35 H -3.7030 0.4489 -0.1030  0.253
36 H -2.7494 1.8400 0.2824  0.590
37 H -3.0440 1.4758 -1.3547  0.277
38 H 2.1950 -0.6015 -1.8549  0.389
39 H 1.0790 0.6566 -2.3035  0.136
40 H -0.2520 -2.1870 1.3184  0.172
41 H 0.9383 -2.9718 0.5325  0.548
42 H 1.3842 -0.3644 0.5087  -0.455
43 H 0.4255 -1.9609 -1.5614  0.233
44 O -2.0052 4.6605 -0.8075  -0.718
45 H -1.7720 5.6031 -1.0920  0.286
46 H -1.2999 4.3448 -0.1544  0.421
47 O 3.9990 6.9547 -1.7527  -0.659
48 H 4.6607 7.2963 -2.4377  0.301
49 H 4.2925 7.2809 -0.8410  0.313
50 O -7.7280 -4.1303 -1.9036  -0.725
51 H -8.1068 -4.8910 -1.3543  0.329
52 H -7.7841 -4.3884 -2.8803  0.357
53 O 4.9545 7.6107 0.9701  -0.768
54 H 5.8405 7.6093 1.4586  0.318
55 H 4.2159 7.5276 1.6566  0.351
56 O 5.2546 1.2131 0.7852  -0.694
57 H 4.7213 2.0569 0.6199  0.402
58 H 6.2176 1.3944 0.5329  0.231
59 O 0.1729 -2.3113 4.2250  -0.696
60 H -0.5748 -1.9218 3.6655  0.401
61 H -0.1036 -2.2643 5.1972  0.302
62 O 7.7725 5.6021 0.5050  -0.639
63 H 8.4163 6.0800 -0.1123  0.316
64 H 7.3177 4.8675 -0.0215  0.407
65 O -4.0833 -5.6485 1.4930  -0.714
66 H -3.2062 -5.7790 1.9802  0.297
67 H -3.9227 -5.0177 0.7183  0.528
68 O -2.3518 5.6164 2.4164  -0.657
69 H -2.1864 6.5380 2.0329  0.298
70 H -1.5178 5.0615 2.2741  0.385
71 O -1.3780 -6.8214 1.7785  -0.686
72 H -2.0545 -7.5217 2.0534  0.324
73 H -0.7480 -6.6696 2.5556  0.340
74 O 6.8481 3.1890 -0.6430  -0.762
75 H 7.7688 2.8458 -0.4014  0.303
76 H 6.4556 2.5727 -1.3428  0.349
77 O -4.2488 -0.8102 -5.3864  -0.660
78 H -5.0501 -0.3068 -5.0283  0.293
79 H -3.7181 -1.1591 -4.5987  0.420
80 O 1.8748 -0.6760 3.0043  -0.653
81 H 2.5649 -1.1182 2.4109  0.305
82 H 1.4135 -1.3977 3.5430  0.386
83 O -6.2337 -7.6999 0.4370  -0.640
84 H -6.7895 -7.8841 1.2622  0.319
85 H -5.2594 -7.8269 0.6786  0.304
86 O -2.4323 -1.2935 3.2197  -0.664
87 H -3.3291 -0.9725 3.5610  0.284
88 H -2.5694 -1.6920 2.2998  0.339
89 O 3.8986 -2.3807 -1.6484  -0.601
90 H 4.0524 -1.9287 -2.5405  0.307
91 H 4.1765 -3.3498 -1.7339  0.295
92 O 5.8558 1.0044 -2.0647  -0.673
93 H 6.4786 0.2082 -2.0213  0.286
94 H 5.3497 0.9614 -2.9397  0.292
95 O 1.4035 5.6635 3.5914  -0.746
96 H 0.4063 5.8081 3.6830  0.299
97 H 1.5830 5.2777 2.6734  0.462
98 O 0.2537 -4.8394 -2.4293  -0.687
99 H -0.5919 -4.4370 -2.0459  0.383
100 H -0.0043 -5.4329 -3.2071  0.294
101 O -5.2993 -1.5534 1.2664  -0.540
102 H -5.2333 -1.3702 2.2593  0.236
103 H -6.1935 -1.2092 0.9412  0.289

Record 2
Here is C3H4MgO4Tl as an isolated structure in a non-equilibrium geometry from the OMol25 dataset. Energies are from the ωB97M-V functional and the def2-TZVPD basis.

Results
<S²> = 0.750
spin multiplicity = 2
Kohn-Sham gap (alpha / beta) = 0.2417 / 0.3371 Ha
energy above the lowest of the compared OMol25 structures with the same formula, charge and spin = 147.1 kJ/mol
max |F| = 6.6 eV/A
total charge = +2
calculated total energy = -21483.8341 eV

Last column: Löwdin spin population.
Atoms and positions in Å:
1 H -0.0067 0.0267 -1.8003  0.000
2 C -0.1067 -0.7855 -1.0795  0.002
3 C -1.2716 -1.6396 -0.9260  0.001
4 O -0.0262 -2.0801 -1.5021  0.001
5 H -1.5028 -2.0558 0.0548  0.000
6 H -2.0975 -1.5225 -1.6301  0.000
7 O -0.6303 1.1048 0.9665  0.219
8 C 0.4374 0.5317 1.0045  0.024
9 O 0.7232 -0.4650 0.0524  0.006
10 Mg -1.9630 2.4997 1.5842  0.702
11 H 1.9634 0.1573 0.1389  0.001
12 Tl 2.8708 3.1700 2.0897  0.036
13 O 1.6101 1.0581 1.0471  0.008

Record 3
Here is CBr3F3Si as an isolated structure in a non-equilibrium geometry from the OMol25 dataset. Energies are from the ωB97M-V functional and the def2-TZVPD basis.

Results
Kohn-Sham gap = 0.2736 Ha
energy above the lowest of the compared OMol25 structures with the same formula, charge and spin = 0.0 kJ/mol
max |F| = 2.9 eV/A
calculated total energy = -227196.0450 eV

Last column: Mulliken charge in e.
Atoms and positions in Å:
1 C -0.2975 0.0666 -0.2736  0.574
2 F -0.6086 -0.6176 0.8449  -0.211
3 F -0.4840 -0.7383 -1.4029  -0.228
4 F -1.2658 0.9609 -0.3170  -0.191
5 Si 1.6492 0.4904 -0.1010  0.611
6 Br 3.1054 -2.0938 0.2788  -0.319
7 Br 2.1962 1.1068 1.8753  -0.078
8 Br 1.8287 1.9750 -1.7776  -0.159

Record 4
Here is C5H10O as an isolated structure in a non-equilibrium geometry from the OMol25 dataset. Energies are from the ωB97M-V functional and the def2-TZVPD basis.

Results
Kohn-Sham gap = 0.4125 Ha
energy above the lowest of the compared OMol25 structures with the same formula, charge and spin = 269.0 kJ/mol
max |F| = 4.7 eV/A
calculated total energy = -7391.9776 eV

Last column: Mulliken charge in e.
Atoms and positions in Å:
1 O -0.5919 -0.8293 1.6011  -0.517
2 C -1.1711 0.1879 -0.5712  -0.757
3 C -0.2684 -1.0428 -0.7333  -0.648
4 C 0.6969 -0.7784 0.3632  -0.057
5 C 1.0841 0.6741 0.3392  -0.597
6 C -0.2076 1.3389 -0.1798  -0.503
7 H -1.8610 0.0050 0.2561  0.316
8 H -1.7578 0.3934 -1.4630  0.393
9 H -0.7774 -1.9971 -0.5657  0.276
10 H 0.2396 -1.0709 -1.7016  0.332
11 H 1.5948 -1.4627 0.3880  0.382
12 H 0.3026 -1.2262 1.7688  0.243
13 H 1.4212 1.0408 1.3167  0.279
14 H 1.9245 0.8299 -0.3551  0.289
15 H -0.6453 1.9800 0.5872  0.257
16 H 0.0169 1.9574 -1.0504  0.312

Record 5
Here is C22H28N2O3 as an isolated structure in a non-equilibrium geometry from the OMol25 dataset. Energies are from the ωB97M-V functional and the def2-TZVPD basis.

Results
Kohn-Sham gap = 0.3151 Ha
energy above the lowest of the compared OMol25 structures with the same formula, charge and spin = 2089.0 kJ/mol
max |F| = 19.8 eV/A
calculated total energy = -32371.9990 eV

Last column: Mulliken charge in e.
Atoms and positions in Å:
1 C -4.2586 -2.8945 -1.6507  -1.206
2 C -4.0663 -3.6325 -0.4034  -0.610
3 C -3.7733 -2.5946 0.7463  -1.372
4 C -5.0314 -1.7583 1.0567  -0.721
5 O -5.1973 -0.8503 -0.0017  -0.464
6 C -4.3909 0.2651 0.1998  0.655
7 C -4.5846 1.1514 -0.7207  -0.213
8 C -3.6890 2.3943 -1.1031  -0.898
9 C -2.6913 2.5879 -0.1554  0.099
10 C -2.4529 1.6077 0.9716  -0.540
11 C -3.3874 0.7581 1.1072  -0.699
12 H -3.2938 -0.0233 1.8134  0.276
13 H -1.7034 1.6223 1.6143  0.722
14 C -1.7831 3.8750 -0.1151  0.365
15 O -2.2842 4.8645 -0.5275  -0.629
16 N -0.5387 3.6355 0.2474  -0.075
17 C 0.3878 2.3758 0.2260  0.643
18 C 1.4521 2.5215 1.0611  -0.819
19 C 2.4412 1.5960 0.9814  -0.743
20 C 2.0509 0.3896 0.4195  0.484
21 C 0.9149 0.3140 -0.6088  -1.742
22 C -0.0130 1.4970 -0.4356  -0.285
23 H -0.7528 1.4857 -1.1955  0.571
24 H 0.6950 -0.5048 -0.9473  0.843
25 C 3.0170 -0.6587 0.1497  -0.772
26 N 4.4848 -0.3694 0.2815  0.088
27 C 5.3561 -1.6269 0.6243  -0.848
28 C 6.7972 -0.7007 0.5596  -0.913
29 H 7.4221 -1.6755 0.8971  0.319
30 O 7.1019 -0.3674 -0.6027  -0.364
31 C 6.1513 0.7829 -1.0744  -0.671
32 C 4.6803 0.1055 -1.1546  -0.411
33 H 4.0434 0.9754 -1.2430  0.346
34 H 4.6012 -0.7822 -1.8232  0.351
35 H 6.3926 0.9545 -2.0141  0.468
36 H 6.2463 1.7093 -0.2723  0.254
37 H 6.8696 -0.0698 1.1855  0.739
38 H 5.1267 -1.7905 1.8977  0.287
39 H 5.2652 -2.2433 -0.0665  0.638
40 H 2.7831 -1.1804 1.4648  0.279
41 H 2.8462 -1.6522 -0.2228  0.555
42 H 3.0787 1.5931 1.9066  0.265
43 H 1.6021 3.4210 1.5880  0.512
44 H -0.0477 4.4165 0.2684  0.210
45 H -3.9054 3.1576 -1.8432  0.439
46 H -5.1319 1.0519 -1.6121  0.403
47 H -4.9006 -1.4309 2.1410  0.276
48 H -5.9066 -2.4090 1.0651  0.557
49 H -3.7196 -3.1901 1.5653  0.463
50 H -3.1621 -2.0410 0.6080  1.083
51 H -3.3939 -4.3177 -0.4979  0.580
52 H -5.1301 -4.1132 -0.2635  0.214
53 H -4.2916 -3.5436 -2.6406  0.303
54 H -3.3178 -2.4416 -1.8402  0.292
55 H -5.0086 -2.2464 -1.6116  0.416

Record 6
Here is C27H35EuN7S5Sb as an isolated structure in a non-equilibrium geometry from the OMol25 dataset. Energies are from the ωB97M-V functional and the def2-TZVPD basis.

Results
<S²> = 15.901
spin multiplicity = 8
Kohn-Sham gap (alpha / beta) = 0.1711 / 0.1768 Ha
max |F| = 1.2 eV/A
total charge = -1
calculated total energy = -119044.6519 eV

Last column: Löwdin spin population.
Atoms and positions in Å:
1 Eu 11.6347 8.8317 8.2741  6.254
2 C 15.8232 6.0958 8.3486  0.000
3 C 15.8547 7.1960 9.3988  0.020
4 C 16.9959 7.2589 10.1554  0.110
5 C 17.1403 8.3611 11.0450  0.073
6 C 16.1434 9.2836 11.1065  0.033
7 C 14.9332 9.1135 10.3728  0.139
8 N 14.8096 8.0428 9.5011  0.153
9 C 13.8936 10.0901 10.5495  0.105
10 C 14.2507 11.4380 10.8665  0.049
11 C 13.2780 12.3540 11.1526  0.042
12 C 11.9399 11.9390 11.1959  0.100
13 C 11.6493 10.6365 10.8476  0.011
14 N 12.5805 9.7406 10.4529  0.110
15 C 10.2269 10.1701 10.8946  0.000
16 C 9.1639 11.0555 10.9561  -0.002
17 C 7.8883 10.5122 10.9838  0.000
18 C 7.7065 9.1480 11.0451  -0.002
19 C 8.8220 8.3498 10.9650  0.001
20 C 8.6203 6.8558 10.9078  0.000
21 N 10.0674 8.8378 10.8605  -0.004
22 H 16.6931 5.4613 8.4285  0.001
23 H 15.8614 6.5368 7.3575  -0.001
24 H 14.9443 5.4686 8.4359  0.000
25 H 17.7835 6.5364 10.0429  0.008
26 H 18.0006 8.4333 11.6987  0.004
27 H 16.2451 10.0912 11.8359  0.001
28 H 15.2926 11.7402 10.8330  0.003
29 H 13.5543 13.3945 11.3507  0.001
30 H 11.1499 12.6429 11.4708  0.006
31 H 9.3654 12.1102 10.8762  0.000
32 H 7.0252 11.1807 10.9627  0.000
33 H 6.6994 8.7074 11.0361  0.000
34 H 8.1915 6.5766 9.9354  0.000
35 H 7.8812 6.5312 11.6544  0.000
36 H 9.5253 6.2731 11.0963  0.000
37 C 12.5186 5.6287 7.2284  0.000
38 C 11.4163 5.5388 8.2853  0.001
39 N 10.4293 6.5824 8.0903  -0.008
40 C 9.4767 6.4382 6.9712  -0.001
41 C 9.9891 6.7251 5.5690  0.000
42 S 10.9766 8.2555 5.3974  -0.009
43 C 12.5396 7.6098 4.7667  -0.001
44 C 13.6093 7.3006 5.8210  0.000
45 N 13.0409 7.0072 7.1474  -0.009
46 H 13.3321 4.9242 7.4482  0.000
47 H 12.1064 5.3773 6.2528  0.000
48 H 10.9890 4.5339 8.2537  0.000
49 H 11.8713 5.6987 9.2830  0.001
50 H 9.8585 6.6602 8.9462  0.000
51 H 9.0333 5.4201 6.9935  0.000
52 H 8.6599 7.1577 7.1511  -0.001
53 H 10.5709 5.9334 5.1340  0.000
54 H 9.1037 6.9163 4.9446  0.000
55 H 12.2932 6.7264 4.2071  0.000
56 H 12.9472 8.3257 4.0450  0.000
57 H 14.1826 6.4467 5.4358  0.000
58 H 14.2651 8.1478 5.9113  0.000
59 H 13.7483 7.1667 7.8614  0.000
60 S 6.0055 11.2730 6.9627  -0.017
61 Sb 7.6755 10.4020 5.6160  0.001
62 S 9.0667 9.7478 7.9394  -0.084
63 S 10.4413 11.2370 7.8269  -0.087
64 S 7.1437 8.2194 4.8895  0.001
65 C 16.6653 11.5439 6.1966  0.000
66 N 15.2921 11.1951 6.3213  0.001
67 C 14.2703 11.7151 5.5860  0.001
68 C 13.1289 11.0987 6.0028  0.000
69 N 13.4463 10.2145 7.0118  -0.008
70 C 14.7458 10.3293 7.1916  0.001
71 H 16.9892 11.4558 5.1649  0.000
72 H 17.2646 10.8890 6.8058  0.000
73 H 16.8678 12.5779 6.5309  0.000
74 H 14.4316 12.4515 4.8160  0.000
75 H 12.1044 11.2739 5.6671  0.000
76 H 15.3314 9.8077 7.9377  0.001

- What is the max |F| in the third record?
  2.9 eV/A

- calculated total energy of number 2 (C3H4MgO4Tl)?
  -21483.8341 eV

- Look up the calculated total energy of the first one.
  -76408.3736 eV

- Number 1 is which compound?
  C15H56N10O22